Formula: C8H30B2O31
Source: the Open Molecules 2025 dataset
Level of theory: ωB97M-V with the def2-TZVPD basis set

Output
E_HOMO in eV: -5.63
Frontier orbital gap in eV: 9.48
Energy relative to the best compared isomer or geometry (same formula, charge and spin) in eV: 0.133
Strongest force on any atom in eV/A: 1.15
LUMO energy in eV: 3.842
Net charge: -2

Positions of all 71 atoms, in Å:
O -4.116 -2.902 0.235
C -3.363 -2.606 -0.642
O -2.487 -3.392 -1.236
B -1.710 -2.667 -2.277
O -2.354 -1.308 -2.266
C -3.193 -1.206 -1.269
O -3.763 -0.228 -0.872
O -1.710 -3.385 -3.537
C -0.491 -3.846 -3.787
O -0.154 -4.598 -4.648
C 0.451 -3.224 -2.724
O -0.301 -2.533 -1.873
O 1.635 -3.367 -2.657
O 0.784 1.128 -2.854
C 0.398 0.922 -1.738
O 0.758 -0.090 -0.977
B 0.190 0.069 0.368
O -0.679 1.245 0.284
C -0.546 1.807 -0.893
O -0.974 2.876 -1.236
O -0.547 -1.135 0.803
C -0.096 -1.549 1.961
O -0.522 -2.457 2.612
C 1.186 -0.734 2.263
O 1.229 0.250 1.404
O 1.945 -0.897 3.186
O -3.402 -0.501 4.268
H -2.795 -0.950 3.671
H -4.040 -0.082 3.679
O 0.303 -4.391 4.812
H 0.741 -3.966 4.068
H -0.046 -3.654 5.323
O 2.516 -1.582 6.611
H 2.989 -0.823 6.961
H 2.667 -1.553 5.660
O -1.643 4.521 1.690
H -1.409 5.442 1.556
H -0.824 4.026 1.505
O -0.135 4.229 -3.720
H -0.892 4.270 -3.127
H 0.535 3.769 -3.202
O -3.861 0.709 1.851
H -3.275 1.473 1.811
H -4.051 0.487 0.923
O -2.200 5.382 -1.462
H -2.137 4.454 -1.187
H -3.116 5.495 -1.733
O 3.600 -2.918 4.246
H 4.435 -3.101 3.806
H 3.167 -2.264 3.675
O -2.317 0.760 -4.480
H -1.513 1.191 -4.807
H -2.122 0.580 -3.555
O 2.522 3.340 -2.680
H 3.451 3.241 -2.903
H 2.146 2.455 -2.798
O 0.987 3.482 1.563
H 1.360 2.646 1.256
H 1.414 4.153 1.018
O 4.041 0.736 1.702
H 4.715 0.163 1.319
H 3.495 0.144 2.243
O 0.673 -4.593 0.904
H 0.293 -4.622 1.788
H 0.067 -4.033 0.403
O 0.082 1.655 -5.743
H 0.328 2.518 -6.087
H 0.722 1.475 -5.043
O 4.040 0.093 -1.169
H 3.467 -0.345 -1.809
H 3.454 0.322 -0.435

These are the Mulliken partial charges, in e, on atoms 1 to 2: -0.645 0.363

***

Formula: C18H29N2O5P2STb
Source: the Open Molecules 2025 dataset
Level of theory: ωB97M-V with the def2-TZVPD basis set

Output
Multiplicity: 7
Expectation value of S²: 12.68
E_HOMO (spin up / spin down) in eV: -7.61 / -7.54
Frontier orbital gap (spin up / spin down) in eV: 7.79 / 7.75
Energy relative to the best compared isomer or geometry (same formula, charge and spin) in eV: 0.000
Strongest force on any atom in eV/A: 1.77
LUMO energy (spin up / spin down) in eV: 0.184 / 0.214
Net charge: 0

Positions of all 58 atoms, in Å:
C 3.292 0.421 -3.613
C 2.312 0.578 -2.621
N 2.051 -0.402 -1.719
C 2.815 -1.520 -1.731
C 3.872 -1.683 -2.636
C 4.102 -0.716 -3.616
C 1.501 1.866 -2.612
P 0.746 2.282 -0.969
Tb -0.109 -0.245 -0.265
P 0.864 -2.735 -0.025
C 2.567 -2.659 -0.728
O -0.769 1.691 -4.293
O -2.554 0.793 -2.408
H 3.398 1.216 -4.354
H 4.467 -2.595 -2.569
H 4.887 -0.847 -4.363
C 2.047 3.340 -0.254
C -0.577 3.476 -1.371
H 2.766 -3.629 -1.218
H 3.281 -2.579 0.112
H 0.692 1.799 -3.405
H 2.153 2.703 -2.917
C 0.996 -3.434 1.643
C 0.132 -4.048 -1.057
H -2.075 -0.085 -2.192
H -3.130 0.961 -1.641
H -1.465 1.322 -3.688
H -0.668 1.055 -5.018
H 1.119 -0.001 1.221
H -1.064 -1.035 -1.813
H 2.169 4.259 -0.841
H 1.758 3.601 0.774
H 3.002 2.800 -0.220
H -0.170 4.350 -1.899
H -1.364 3.006 -1.980
H -1.021 3.808 -0.420
H 0.670 -4.995 -0.912
H -0.922 -4.152 -0.762
H 0.170 -3.728 -2.108
H 1.164 -4.516 1.575
H 1.805 -2.939 2.202
H 0.039 -3.227 2.150
O -1.366 -2.413 4.564
S -2.425 -1.896 3.730
O -3.626 -2.683 3.595
N -1.805 -1.400 2.241
C -2.040 -0.121 1.979
O -1.881 0.407 0.799
C -2.514 0.653 3.140
C -2.667 2.044 3.301
C -3.222 2.492 4.499
C -3.620 1.594 5.501
C -3.425 0.220 5.348
C -2.842 -0.219 4.159
H -2.351 2.744 2.517
H -3.366 3.557 4.671
H -4.083 1.974 6.411
H -3.711 -0.508 6.104

These are the Mulliken partial charges, in e, on atoms 1 to 2: -0.844 0.527

***

Formula: C8H9N
Source: the Open Molecules 2025 dataset
Level of theory: ωB97M-V with the def2-TZVPD basis set

Output
E_HOMO in eV: -8.50
Frontier orbital gap in eV: 9.37
Energy relative to the best compared isomer or geometry (same formula, charge and spin) in eV: 8.227
Strongest force on any atom in eV/A: 5.74
LUMO energy in eV: 0.873
Net charge: 0

Positions of all 18 atoms, in Å:
C 0.446 -0.768 -0.439
C -0.953 -0.754 0.119
C -0.333 -0.124 1.517
C -0.747 1.248 0.885
C -1.254 0.589 -0.447
C 0.153 0.638 -1.051
C 0.616 1.395 0.188
C 1.007 0.103 0.834
H 1.302 -1.659 -2.478
H 1.432 -2.499 -0.462
H -1.596 -1.700 -0.102
H -0.760 -0.412 2.447
H -1.648 1.827 1.370
H -2.059 0.780 -1.013
H 0.346 0.924 -2.040
H 1.444 2.135 0.123
H 1.967 -0.007 1.439
N 0.852 -1.908 -1.274

These are the natural (NBO) partial charges, in e, on atoms 1 to 2: 0.148 -0.218

***

Formula: CH5ClNO3P
Source: the Open Molecules 2025 dataset
Level of theory: ωB97M-V with the def2-TZVPD basis set

Output
E_HOMO in eV: -10.78
Frontier orbital gap in eV: 10.95
Energy relative to the best compared isomer or geometry (same formula, charge and spin) in eV: 0.000
Strongest force on any atom in eV/A: 4.11
LUMO energy in eV: 0.165
Net charge: 0

Positions of all 12 atoms, in Å:
C -0.200 -1.792 0.589
N -0.535 -0.558 0.796
O -0.268 2.461 0.688
O -0.627 1.165 -1.454
O -2.581 1.342 0.368
P -1.191 1.566 -0.011
Cl 3.080 -0.199 -0.697
H 0.014 -1.905 -0.469
H -0.040 -2.375 1.480
H 0.033 1.879 -1.575
H -0.613 -0.336 1.721
H 2.928 -1.249 -1.436

These are the natural (NBO) partial charges, in e, on atoms 1 to 2: -0.017 -0.627